No. 1
{"formula": "C4H25N2O7", "method": "ωB97M-V with the def2-TZVPD basis set", "max_force_ev_per_a": 2.5, "spin_multiplicity": 1, "total_charge": 1, "e_homo_ev": -11.7, "e_above_lowest_kj_mol": 267.9, "orbital_gap_ev": 9.174, "symbols": ["C", "C", "C", "C", "N", "N", "H", "H", "H", "H", "H", "H", "H", "H", "H", "H", "H", "H", "H", "O", "H", "H", "O", "H", "H", "O", "H", "H", "O", "H", "H", "O", "H", "H", "O", "H", "H", "O"], "coordinates": [[-1.420, -2.171, 2.086], [-0.071, -2.820, 1.689], [0.981, -1.785, 1.378], [2.247, -2.040, 1.722], [3.338, -1.205, 1.725], [0.595, -0.607, 0.565], [-1.318, -1.812, 3.109], [-2.200, -2.917, 1.977], [-1.786, -1.304, 1.527], [0.229, -3.449, 2.512], [-0.266, -3.442, 0.807], [2.577, -3.001, 2.100], [3.297, -0.263, 1.375], [4.248, -1.622, 1.791], [0.607, 0.210, 1.178], [1.218, -0.636, -0.235], [-0.348, -0.798, 0.224], [-2.670, 2.715, -2.220], [-2.197, 3.811, -1.042], [-2.384, 2.930, -1.333], [-2.893, -1.930, -0.488], [-4.255, -1.349, -0.341], [-3.399, -1.141, -0.716], [-0.368, 1.603, 1.576], [-0.274, 2.009, 3.059], [0.243, 1.929, 2.253], [3.158, 2.291, -2.724], [2.441, 2.264, -1.373], [2.627, 1.725, -2.148], [-1.096, 0.721, -1.641], [0.067, 1.231, -2.407], [-0.134, 0.719, -1.613], [-2.846, 0.605, 0.360], [-2.195, 1.781, -0.107], [-1.984, 1.025, 0.517], [1.244, 0.381, -4.741], [1.648, 1.392, -3.688], [0.878, 1.043, -4.147]]}

---

No. 2
{"formula": "C4H25N2O8", "method": "ωB97M-V with the def2-TZVPD basis set", "max_force_ev_per_a": 2.8, "spin_multiplicity": 1, "total_charge": 1, "e_homo_ev": -10.9, "e_above_lowest_kj_mol": 343.5, "orbital_gap_ev": 8.268, "symbols": ["O", "C", "C", "C", "C", "N", "N", "H", "H", "H", "H", "H", "H", "H", "H", "H", "H", "H", "H", "H", "O", "H", "H", "O", "H", "H", "O", "H", "H", "O", "H", "H", "O", "H", "H", "O", "H", "H", "O"], "coordinates": [[-0.754, -0.808, -2.465], [-0.362, -0.308, -1.352], [-0.089, -1.198, -0.328], [0.287, -0.937, 1.078], [1.741, -0.617, 1.372], [2.485, -0.152, 0.132], [-0.400, -2.594, -0.780], [-0.102, 0.750, -1.447], [1.653, -0.608, -2.497], [-0.010, -1.674, 1.841], [-0.323, -0.159, 1.554], [2.359, -1.439, 1.748], [1.860, 0.119, 2.148], [3.448, -0.096, 0.444], [1.994, 0.663, -0.197], [-1.407, -2.552, -1.063], [0.269, -2.735, -1.527], [-0.296, -3.292, -0.062], [-2.668, -3.596, -2.422], [-2.735, -2.082, -2.471], [-2.874, -2.821, -1.886], [-0.169, 1.217, 3.549], [0.098, 2.478, 2.787], [0.497, 1.637, 2.984], [2.514, -1.609, -3.307], [2.469, -0.929, -0.531], [2.424, -1.171, -2.455], [-4.503, 1.030, 0.286], [-3.270, 0.933, -0.570], [-4.025, 0.410, -0.276], [3.554, 3.162, -0.189], [1.978, 3.051, -0.400], [2.734, 2.785, 0.139], [-3.187, 0.138, 3.252], [-2.392, 0.782, 2.091], [-2.458, 0.731, 3.050], [-0.008, 4.416, -0.285], [-0.236, 3.568, -1.448], [-0.096, 3.503, -0.498]]}

---

No. 3
{"formula": "C4H25NO12", "method": "ωB97M-V with the def2-TZVPD basis set", "max_force_ev_per_a": 2.3, "smiles": "C[C@@H](NC=O)C(=O)O.O.O.O.O.O.O.O.O.O", "spin_multiplicity": 1, "total_charge": 0, "e_homo_ev": -10.8, "e_above_lowest_kj_mol": 50.1, "orbital_gap_ev": 10.944, "symbols": ["C", "C", "N", "C", "O", "C", "O", "O", "H", "H", "H", "H", "H", "H", "H", "O", "H", "H", "O", "H", "H", "O", "H", "H", "O", "H", "H", "O", "H", "H", "O", "H", "H", "O", "H", "H", "O", "H", "H", "O", "H", "H"], "coordinates": [[4.088, -0.428, 0.616], [2.577, -0.380, 0.617], [2.082, -1.706, 1.030], [0.827, -1.803, 1.502], [0.076, -0.854, 1.677], [2.201, 0.685, 1.660], [1.564, 1.684, 1.450], [2.677, 0.401, 2.879], [4.623, -0.315, 1.552], [4.533, 0.338, -0.026], [4.495, -1.352, 0.188], [2.042, -0.072, -0.277], [2.687, -2.470, 0.791], [0.474, -2.766, 1.890], [2.208, 0.893, 3.526], [-1.342, 2.985, 1.055], [-0.530, 2.687, 1.504], [-1.757, 2.103, 1.129], [-1.977, 3.529, -2.076], [-1.912, 2.736, -1.528], [-2.930, 3.543, -2.213], [-2.867, -3.361, -0.938], [-3.195, -2.561, -0.513], [-2.348, -3.024, -1.680], [-1.641, -3.291, 1.584], [-2.230, -4.036, 1.429], [-1.510, -3.025, 0.666], [1.082, 0.849, -3.624], [0.142, 1.057, -3.649], [1.409, 1.498, -2.989], [-4.305, 0.763, -1.393], [-3.864, 1.610, -1.331], [-4.042, 0.327, -0.578], [-1.783, 0.422, 0.127], [-1.527, -0.295, 0.706], [-1.010, 0.776, -0.323], [-0.418, -2.177, -2.781], [-0.221, -2.141, -3.727], [-0.119, -1.277, -2.636], [0.333, 2.307, -1.128], [0.876, 1.880, -0.460], [-0.289, 2.937, -0.741]]}

---

No. 4
{"formula": "C4H25NO8", "method": "ωB97M-V with the def2-TZVPD basis set", "max_force_ev_per_a": 1.5, "smiles": "COC[C@H](C)N.O.O.O.O.O.O.O", "spin_multiplicity": 1, "total_charge": 0, "e_homo_ev": -9.3, "e_above_lowest_kj_mol": 177.0, "orbital_gap_ev": 8.855, "symbols": ["C", "O", "C", "C", "C", "N", "H", "H", "H", "H", "H", "H", "H", "H", "H", "H", "H", "O", "H", "H", "O", "H", "H", "O", "H", "H", "O", "H", "H", "O", "H", "H", "O", "H", "H", "O", "H", "H"], "coordinates": [[-3.753, -4.208, 1.714], [-2.588, -3.421, 1.863], [-1.810, -3.139, 0.693], [-0.567, -2.407, 1.228], [-0.925, -1.016, 1.719], [0.399, -2.310, 0.100], [-4.155, -4.527, 2.675], [-3.525, -5.071, 1.089], [-4.544, -3.745, 1.124], [-1.497, -3.961, 0.050], [-2.305, -2.442, 0.017], [-0.087, -2.918, 2.062], [-1.862, -1.067, 2.273], [-1.141, -0.400, 0.846], [-0.119, -0.566, 2.298], [-0.029, -1.960, -0.745], [0.932, -1.490, 0.352], [2.560, 0.294, 0.736], [3.198, -0.289, 0.324], [2.796, 0.291, 1.664], [0.019, -0.591, -3.235], [0.157, 0.164, -2.663], [0.901, -0.905, -3.435], [0.517, 5.345, -1.592], [0.328, 4.611, -1.007], [0.323, 6.123, -1.070], [-0.030, 3.443, 0.212], [-0.377, 3.774, 1.040], [0.897, 3.282, 0.387], [2.664, 3.061, 0.240], [2.812, 2.182, 0.590], [3.317, 3.606, 0.679], [2.224, 2.020, -3.291], [1.843, 1.857, -2.428], [1.621, 2.637, -3.706], [0.459, 1.054, -1.242], [0.096, 1.833, -0.822], [1.250, 0.856, -0.739]]}

---

No. 5
{"formula": "C4H25NO9", "method": "ωB97M-V with the def2-TZVPD basis set", "max_force_ev_per_a": 5.3, "smiles": "C[C@H](O)[C@@H](N)CO.O.O.O.O.O.O.O", "spin_multiplicity": 1, "total_charge": 0, "e_homo_ev": -9.8, "e_above_lowest_kj_mol": 346.6, "orbital_gap_ev": 9.861, "symbols": ["C", "C", "O", "C", "N", "C", "O", "H", "H", "H", "H", "H", "H", "H", "H", "H", "H", "H", "O", "H", "H", "O", "H", "H", "O", "H", "H", "O", "H", "H", "O", "H", "H", "O", "H", "H", "O", "H", "H"], "coordinates": [[-2.377, -1.625, -1.205], [-1.200, -1.114, -2.043], [-0.167, -2.029, -2.103], [-0.593, 0.118, -1.292], [-0.076, -0.518, -0.063], [0.519, 0.683, -2.132], [0.856, 2.008, -1.673], [-2.752, -0.908, -0.598], [-2.077, -2.218, -0.369], [-3.146, -2.216, -1.744], [-1.543, -0.714, -3.102], [-0.373, -2.980, -1.963], [-1.363, 0.935, -0.898], [-0.011, 0.229, 0.661], [0.688, -1.087, -0.167], [1.413, -0.072, -2.042], [0.170, 0.736, -3.169], [0.880, 2.020, -0.683], [2.662, -3.106, -0.739], [2.040, -3.198, -1.374], [2.433, -2.370, -0.186], [0.297, 1.805, 3.466], [-0.380, 1.736, 2.883], [0.968, 1.066, 3.469], [-0.815, -1.935, 2.103], [-1.688, -2.057, 2.491], [-1.044, -1.555, 1.192], [2.384, 0.035, 3.142], [2.133, -0.814, 3.563], [2.383, -0.303, 2.152], [2.813, 0.269, 0.094], [2.891, 1.122, 0.383], [2.748, 0.137, -0.879], [-2.985, 1.283, 1.155], [-3.770, 0.765, 1.288], [-3.207, 2.166, 1.065], [-1.640, 3.861, -0.544], [-1.396, 3.051, -0.249], [-0.793, 4.260, -0.467]]}

---

No. 6
{"formula": "C4H26B4O2Pb", "method": "ωB97M-V with the def2-TZVPD basis set", "max_force_ev_per_a": 6.4, "spin_multiplicity": 2, "total_charge": -1, "e_homo_ev": [-5.4, -5.2], "orbital_gap_ev": [8.032, 4.065], "s_squared": 0.756, "symbols": ["Pb", "B", "H", "H", "H", "H", "B", "H", "H", "H", "H", "B", "H", "H", "H", "H", "B", "H", "H", "H", "H", "C", "O", "C", "C", "O", "C", "H", "H", "H", "H", "H", "H", "H", "H", "H", "H"], "coordinates": [[0.213, 0.006, 0.450], [2.367, -1.119, -0.603], [2.856, -1.664, 0.189], [2.418, -0.052, -0.454], [2.882, -1.285, -1.537], [1.332, -1.359, -0.791], [0.775, -1.077, 3.212], [-0.250, -1.055, 2.876], [1.332, -1.906, 2.803], [1.187, -0.136, 2.885], [0.781, -1.158, 4.288], [2.214, 1.799, 1.593], [1.182, 1.923, 1.304], [2.771, 2.545, 1.047], [2.312, 2.090, 2.628], [2.571, 0.789, 1.464], [-1.884, 1.355, 1.423], [-0.860, 1.693, 1.436], [-1.787, 0.346, 1.792], [-2.482, 1.901, 2.137], [-2.318, 1.406, 0.436], [-2.516, -2.117, -0.052], [-1.456, -1.453, -0.713], [-1.923, -0.813, -1.991], [-0.870, 0.095, -2.642], [-0.027, 0.862, -1.860], [0.915, 1.617, -2.606], [-3.111, -2.829, -0.624], [-3.308, -1.439, 0.267], [-2.218, -2.682, 0.831], [-2.746, -0.142, -1.743], [-2.393, -1.519, -2.675], [-1.121, 0.593, -3.579], [-0.207, -0.678, -3.029], [1.291, 1.072, -3.472], [1.651, 1.832, -1.831], [0.426, 2.558, -2.860]]}

---

No. 7
{"formula": "C4H26BO21", "method": "ωB97M-V with the def2-TZVPD basis set", "max_force_ev_per_a": 9.4, "spin_multiplicity": 1, "total_charge": -1, "e_homo_ev": -7.7, "e_above_lowest_kj_mol": 244.7, "orbital_gap_ev": 9.673, "symbols": ["O", "C", "O", "B", "O", "C", "O", "O", "C", "O", "C", "O", "O", "O", "H", "H", "O", "H", "H", "O", "H", "H", "O", "H", "H", "O", "H", "H", "O", "H", "H", "O", "H", "H", "O", "H", "H", "O", "H", "H", "O", "H", "H", "O", "H", "H", "O", "H", "H", "O", "H", "H"], "coordinates": [[-0.861, -3.721, 0.323], [-0.166, -2.744, 0.094], [0.608, -2.566, -0.870], [0.890, -1.093, -0.921], [0.294, -0.615, 0.323], [-0.204, -1.572, 0.956], [-0.491, -1.591, 2.175], [0.158, -0.575, -2.095], [0.997, 0.144, -2.746], [0.585, 1.121, -3.348], [2.258, 0.170, -2.055], [2.307, -0.618, -1.093], [3.307, 0.791, -2.403], [-1.486, 1.287, 2.062], [-0.596, 1.259, 2.443], [-1.213, 1.192, 1.167], [-1.083, -3.797, 3.970], [-1.025, -3.547, 3.019], [-0.139, -3.744, 4.263], [-2.869, -2.754, -1.667], [-3.535, -3.366, -1.277], [-2.084, -3.206, -1.366], [-3.071, -0.252, -0.344], [-3.147, -1.163, -0.579], [-2.311, 0.113, -0.685], [-1.319, 2.068, -1.332], [-2.099, 2.534, -1.124], [-0.532, 2.283, -0.778], [1.037, 1.995, -0.054], [1.092, 1.206, 0.476], [1.945, 2.324, -0.052], [-2.139, 0.980, -4.019], [-1.505, 1.021, -3.336], [-2.922, 1.208, -3.546], [1.446, 3.248, -4.784], [1.844, 2.965, -5.625], [1.119, 2.511, -4.288], [2.200, -1.149, 3.348], [1.662, -1.860, 3.662], [3.034, -1.231, 3.824], [3.770, 2.906, -0.164], [4.272, 2.486, 0.531], [3.968, 2.320, -0.888], [-1.166, 3.938, -3.157], [-0.926, 3.339, -2.490], [-1.006, 3.462, -3.997], [0.726, -2.587, 5.287], [1.459, -2.062, 5.603], [0.115, -1.866, 4.971], [-0.740, -0.284, 4.420], [-0.869, -0.241, 3.487], [-1.578, -0.660, 4.661]]}

---

No. 8
{"formula": "C4H26N2O7", "method": "ωB97M-V with the def2-TZVPD basis set", "max_force_ev_per_a": 4.6, "smiles": "CNCCCN.O.O.O.O.O.O.O", "spin_multiplicity": 1, "total_charge": 0, "e_homo_ev": -9.7, "e_above_lowest_kj_mol": 204.3, "orbital_gap_ev": 9.995, "symbols": ["C", "N", "C", "C", "C", "N", "H", "H", "H", "H", "H", "H", "H", "H", "H", "H", "H", "H", "O", "H", "H", "O", "H", "H", "O", "H", "H", "O", "H", "H", "O", "H", "H", "O", "H", "H", "O", "H", "H"], "coordinates": [[-2.516, -0.605, 1.412], [-1.020, -0.647, 1.433], [-0.472, 0.425, 0.544], [1.021, 0.409, 0.379], [1.460, -0.775, -0.516], [1.187, -0.695, -1.954], [-2.937, 0.411, 1.596], [-3.144, -0.960, 0.611], [-2.670, -1.177, 2.329], [-0.784, -1.459, 0.860], [-0.700, 1.400, 1.090], [-1.057, 0.790, -0.307], [1.556, 0.533, 1.304], [1.386, 1.333, -0.117], [1.062, -1.716, -0.138], [2.538, -0.766, -0.344], [1.750, 0.063, -2.326], [1.624, -1.528, -2.336], [1.225, 3.092, 2.570], [1.961, 2.746, 2.071], [1.085, 2.577, 3.376], [0.488, 0.677, 3.682], [0.385, 0.463, 4.618], [-0.104, -0.003, 3.303], [0.055, -3.977, -0.725], [-0.794, -3.820, -1.166], [-0.173, -4.687, -0.103], [-2.386, -1.115, -2.805], [-2.247, -0.288, -2.337], [-1.743, -1.155, -3.507], [-2.505, 2.496, -2.279], [-1.862, 2.231, -2.943], [-2.043, 2.514, -1.441], [3.013, -1.116, 1.850], [3.650, -1.517, 2.465], [2.255, -0.913, 2.408], [0.298, 1.791, -3.445], [1.155, 2.179, -3.227], [0.350, 0.963, -2.938]]}

---

no.,E_tot (hartree)
1,-803.34721
2,-878.55307
3,-1125.06625
4,-824.03911
5,-899.20773
6,-610.18607
7,-1773.21110
8,-804.12524